(1)
{
  "formula": "C4H11NO3",
  "method": "ωB97M-V/def2-TZVPD",
  "species": ["O", "O", "H", "C", "H", "H", "O", "C", "H", "H", "H", "H", "H", "C", "N", "H", "C", "H", "H"],
  "xyz": [[-1.585, 0.714, -0.656], [1.923, -0.902, 2.037], [0.327, -2.771, 0.836], [0.387, 1.685, 0.190], [-1.227, -2.787, -1.087], [1.156, 2.406, -0.042], [-0.388, -0.944, 1.338], [-0.087, -1.865, 0.368], [2.311, -1.121, 2.889], [0.504, 2.780, -2.149], [0.694, -1.539, -0.340], [0.806, 0.728, 0.472], [0.460, -0.933, 1.963], [-0.387, 2.179, -2.111], [-1.297, -2.072, -0.380], [-1.136, 2.114, -2.888], [-0.635, 1.505, -0.913], [-0.131, 1.997, 1.106], [-1.697, -1.175, -0.633]],
  "mulliken_charge": [-0.593, -0.846, 0.409, -0.747, 0.239, 0.365, -0.442, -0.291, 0.201, 0.284, 0.306, 0.151, 0.414, -0.703, -0.440, 0.311, 0.789, 0.236, 0.358],
  "e_tot_ev": -11951.3689,
  "orbital_gap_ev": 3.5,
  "relative_energy_ev": 8.741,
  "largest_force_ev_per_a": 2.589
}

---

(2)
{
  "formula": "C4H11NO3",
  "method": "ωB97M-V/def2-TZVPD",
  "species": ["H", "H", "H", "C", "H", "H", "H", "O", "O", "H", "C", "N", "H", "H", "O", "C", "C", "H", "H"],
  "xyz": [[-0.093, 1.587, -1.902], [-0.967, 0.180, -2.358], [-2.096, 2.034, -0.831], [-1.154, 1.393, 1.040], [-0.383, -2.466, 0.413], [-0.895, 0.557, 1.658], [1.682, 1.799, -0.379], [1.735, -0.927, 0.960], [1.746, 1.202, 0.324], [-1.721, -2.970, 0.684], [1.298, -0.040, 0.208], [0.327, -0.302, -0.749], [-2.410, 0.238, -0.321], [0.397, -1.228, -1.097], [-1.114, -2.848, -0.028], [-1.635, 1.125, -0.380], [-0.602, 0.673, -1.441], [-0.293, 2.152, 1.091], [-1.885, 1.908, 1.674]],
  "mulliken_charge": [0.244, 0.369, 0.259, -1.170, 0.307, 0.310, 0.340, -0.637, -0.452, 0.291, 0.512, -0.123, 0.164, 0.337, -0.613, 0.071, -0.835, 0.250, 0.376],
  "e_tot_ev": -11958.7262,
  "orbital_gap_ev": 10.3,
  "relative_energy_ev": 1.383,
  "largest_force_ev_per_a": 2.747,
  "smiles": "CCCNC(=O)O.O"
}

---

(3)
{
  "formula": "C4H11NO4",
  "method": "ωB97M-V/def2-TZVPD",
  "species": ["H", "C", "H", "H", "C", "H", "O", "H", "H", "O", "H", "H", "C", "H", "H", "O", "N", "O", "C", "H"],
  "xyz": [[1.984, -0.218, -0.074], [-2.264, -0.358, 0.668], [-0.601, -0.958, -2.156], [2.483, 1.088, -2.194], [2.247, 1.586, -1.248], [3.182, 1.866, -0.755], [-2.300, -1.437, 0.102], [1.690, 2.496, -1.493], [-1.227, -1.845, 2.626], [-3.012, 0.683, 0.273], [0.334, -1.596, -1.026], [1.185, 1.213, 0.577], [1.425, 0.684, -0.351], [-0.006, -0.602, 2.975], [0.000, -1.396, 1.392], [-1.510, 0.004, 1.725], [0.337, -0.877, -1.753], [0.182, 0.346, -0.972], [-0.644, -1.025, 2.195], [-3.483, 0.345, -0.512]],
  "mulliken_charge": [0.344, 0.859, 0.289, 0.317, -1.274, 0.378, -0.583, 0.298, 0.309, -0.468, 0.270, 0.254, -0.066, 0.238, 0.148, -0.324, -0.601, -0.208, -0.525, 0.347],
  "e_tot_ev": -14004.9533,
  "orbital_gap_ev": 10.0,
  "relative_energy_ev": 2.185,
  "largest_force_ev_per_a": 1.317,
  "smiles": "COC(=O)O.CCON"
}